(1)
Computed, not measured: C45H36As2F3NNiSb as an isolated structure in a non-equilibrium geometry, with the ωB97M-V functional and the def2-TZVPD basis.

Summary:
<S²> = 2.019
strongest force on any atom = 2.42 eV Å⁻¹
relative energy (zero: lowest compared OMol25 entry of this formula, charge and spin) = 64.7 kcal/mol
2S+1 = 3
M = 978.08 g mol⁻¹
total charge = +1

Element x y z (Å)
Ni (0.562, -0.260, -0.072)
C (-2.574, 0.747, -1.152)
C (-1.395, 1.391, -1.884)
As (-0.308, -0.057, -2.699)
C (1.345, 0.904, -3.016)
C (1.912, 1.183, -4.251)
C (3.160, 1.788, -4.316)
C (3.836, 2.131, -3.155)
C (3.278, 1.852, -1.914)
C (2.052, 1.219, -1.861)
C (-1.171, -0.150, -4.456)
C (-1.413, 0.997, -5.206)
C (-2.106, 0.903, -6.402)
C (-2.560, -0.331, -6.850)
C (-2.302, -1.477, -6.114)
C (-1.604, -1.389, -4.918)
As (-1.869, -0.642, 0.068)
C (-3.257, -0.684, 1.434)
C (-3.953, -1.854, 1.717)
C (-5.002, -1.828, 2.624)
C (-5.356, -0.643, 3.252)
C (-4.654, 0.523, 2.981)
C (-3.599, 0.500, 2.084)
C (-2.159, -2.346, -0.799)
C (-1.434, -3.426, -0.301)
C (-1.585, -4.684, -0.859)
C (-2.461, -4.866, -1.920)
C (-3.196, -3.796, -2.407)
C (-3.050, -2.535, -1.848)
H (-3.265, 0.283, -1.857)
H (-3.135, 1.478, -0.570)
H (-0.749, 1.908, -1.165)
H (-1.720, 2.118, -2.628)
H (1.383, 0.923, -5.160)
H (3.609, 1.991, -5.279)
H (4.805, 2.608, -3.210)
H (3.807, 2.137, -1.015)
H (1.596, 0.941, -0.885)
H (-1.051, 1.961, -4.866)
H (-2.298, 1.794, -6.984)
H (-3.111, -0.397, -7.779)
H (-2.647, -2.439, -6.469)
H (-1.384, -2.274, -4.334)
H (-3.685, -2.777, 1.220)
H (-5.552, -2.735, 2.834)
H (-6.180, -0.625, 3.952)
H (-4.933, 1.451, 3.464)
H (-3.043, 1.409, 1.879)
H (-0.740, -3.269, 0.516)
H (-1.015, -5.520, -0.479)
H (-2.575, -5.846, -2.365)
H (-3.897, -3.940, -3.220)
H (-3.650, -1.716, -2.225)
N (1.870, -2.840, -1.151)
C (1.330, -1.909, -0.733)
F (1.565, 0.713, 8.431)
C (1.407, 0.674, 7.105)
C (1.975, 1.674, 6.337)
C (1.824, 1.623, 4.961)
C (1.119, 0.578, 4.382)
C (0.530, -0.401, 5.173)
C (0.676, -0.360, 6.550)
Sb (0.917, 0.445, 2.268)
C (2.665, -0.763, 1.880)
C (3.773, -0.347, 1.151)
C (4.829, -1.213, 0.922)
C (4.761, -2.492, 1.438)
F (5.775, -3.331, 1.224)
C (3.683, -2.923, 2.192)
C (2.632, -2.054, 2.405)
C (1.456, 2.441, 1.652)
C (2.741, 2.968, 1.769)
C (2.977, 4.304, 1.487)
C (1.912, 5.099, 1.099)
F (2.134, 6.389, 0.838)
C (0.627, 4.604, 0.972)
C (0.408, 3.264, 1.247)
H (2.518, 2.477, 6.816)
H (2.256, 2.403, 4.349)
H (-0.049, -1.199, 4.723)
H (0.227, -1.104, 7.193)
H (3.834, 0.657, 0.757)
H (5.697, -0.907, 0.353)
H (3.684, -3.926, 2.598)
H (1.780, -2.389, 2.989)
H (3.565, 2.340, 2.087)
H (3.965, 4.736, 1.577)
H (-0.174, 5.268, 0.678)
H (-0.597, 2.866, 1.146)

Forces on atoms 1 to 2 (eV/Å):
Ni -1.6 -1.6 -0.9
C 0.3 -0.1 -0.1



(2)
Computed, not measured: C45H36Br2CoGeN2OP as an isolated structure in a non-equilibrium geometry, with the ωB97M-V functional and the def2-TZVPD basis.

Summary:
<S²> = 8.809
strongest force on any atom = 1.90 eV Å⁻¹
DFT total energy = -10869.97562 a.u.
2S+1 = 6
M = 943.12 g mol⁻¹
total charge = +1

Element x y z (Å)
Co (-0.124, -0.120, -0.566)
C (-0.952, -1.753, -3.571)
C (-2.070, -1.638, -2.597)
C (-3.336, -2.128, -2.935)
C (-4.373, -2.084, -2.037)
C (-4.154, -1.496, -0.778)
C (-5.111, -1.413, 0.265)
Br (-6.850, -2.125, 0.009)
C (-4.807, -0.823, 1.476)
C (-3.567, -0.242, 1.678)
Br (-3.154, 0.616, 3.300)
C (-2.571, -0.242, 0.675)
O (-1.454, 0.351, 0.810)
C (-2.872, -0.955, -0.539)
N (-1.841, -1.063, -1.414)
H (-1.332, -1.914, -4.576)
H (-0.319, -2.599, -3.307)
H (-0.337, -0.856, -3.566)
H (-3.475, -2.567, -3.908)
H (-5.340, -2.495, -2.282)
H (-5.551, -0.788, 2.258)
C (2.588, 2.646, -1.462)
Ge (1.078, 1.434, -2.032)
C (-0.075, 2.545, -3.257)
C (-1.371, 2.159, -3.575)
C (-2.139, 2.920, -4.438)
C (-1.629, 4.089, -4.975)
C (-0.359, 4.511, -4.622)
C (0.411, 3.744, -3.764)
C (2.012, -0.099, -3.027)
C (1.970, -1.337, -2.430)
C (2.646, -2.446, -2.943)
C (3.359, -2.323, -4.104)
C (3.386, -1.094, -4.792)
C (4.068, -0.958, -6.018)
C (4.095, 0.237, -6.682)
C (3.446, 1.354, -6.142)
C (2.773, 1.254, -4.954)
C (2.714, 0.037, -4.248)
H (3.369, 2.687, -2.219)
H (3.027, 2.280, -0.537)
H (2.227, 3.655, -1.274)
H (-1.796, 1.264, -3.135)
H (-3.140, 2.606, -4.697)
H (-2.226, 4.670, -5.660)
H (0.027, 5.437, -5.019)
H (1.405, 4.073, -3.497)
H (1.378, -1.472, -1.518)
H (2.592, -3.389, -2.419)
H (3.893, -3.167, -4.515)
H (4.568, -1.825, -6.418)
H (4.621, 0.324, -7.619)
H (3.466, 2.289, -6.678)
H (2.261, 2.107, -4.533)
N (1.266, -0.418, 0.501)
P (2.192, -0.970, 1.654)
C (1.867, -0.059, 3.196)
C (2.849, 0.599, 3.925)
C (2.517, 1.183, 5.137)
C (1.210, 1.144, 5.598)
C (0.215, 0.555, 4.832)
C (0.542, -0.044, 3.629)
C (3.960, -0.834, 1.255)
C (4.889, -1.177, 2.231)
C (6.232, -0.948, 2.004)
C (6.658, -0.424, 0.793)
C (5.735, -0.133, -0.199)
C (4.383, -0.327, 0.034)
C (1.819, -2.730, 1.933)
C (2.205, -3.625, 0.939)
C (1.803, -4.946, 1.013)
C (1.006, -5.371, 2.066)
C (0.642, -4.485, 3.066)
C (1.049, -3.163, 3.004)
H (3.861, 0.665, 3.555)
H (3.283, 1.669, 5.725)
H (0.963, 1.589, 6.550)
H (-0.811, 0.567, 5.170)
H (-0.227, -0.480, 3.005)
H (4.566, -1.610, 3.167)
H (6.944, -1.162, 2.787)
H (7.709, -0.233, 0.633)
H (6.064, 0.264, -1.147)
H (3.655, -0.069, -0.722)
H (2.825, -3.277, 0.123)
H (2.102, -5.655, 0.253)
H (0.675, -6.396, 2.114)
H (0.034, -4.820, 3.894)
H (0.772, -2.477, 3.790)

Forces on atoms 1 to 2 (eV/Å):
Co 0.9 0.0 0.3
C -0.1 0.1 0.0



(3)
Computed, not measured: C45H36BrCl2FeN7O3Si as an isolated structure in a non-equilibrium geometry, with the ωB97M-V functional and the def2-TZVPD basis.

Summary:
<S²> = 0.949
strongest force on any atom = 2.80 eV Å⁻¹
relative energy (zero: lowest compared OMol25 entry of this formula, charge and spin) = 48.0 kcal/mol
2S+1 = 2
M = 957.57 g mol⁻¹
total charge = -1

Element x y z (Å)
Fe (0.952, 0.527, 1.826)
C (0.473, -1.256, 2.569)
Si (-0.922, -2.199, 1.764)
C (-0.420, -2.670, 0.001)
N (0.243, -1.587, -0.718)
C (1.477, -1.983, -1.381)
C (1.240, -2.894, -2.594)
C (-0.014, -2.438, -3.365)
C (-0.317, -0.972, -3.070)
C (-0.618, -0.774, -1.581)
C (-2.653, -1.442, 1.903)
C (-3.737, -1.994, 1.225)
C (-5.009, -1.448, 1.353)
C (-5.234, -0.377, 2.207)
C (-4.168, 0.171, 2.905)
C (-2.873, -0.298, 2.686)
C (-1.174, -3.854, 2.665)
C (-0.165, -4.823, 2.601)
C (-0.243, -6.011, 3.313)
C (-1.344, -6.261, 4.123)
C (-2.355, -5.315, 4.210)
C (-2.266, -4.130, 3.490)
H (1.383, -1.852, 2.451)
H (0.309, -1.099, 3.638)
H (-1.258, -3.115, -0.561)
H (0.301, -3.484, 0.130)
H (2.130, -2.463, -0.649)
H (1.986, -1.070, -1.687)
H (1.115, -3.929, -2.268)
H (2.120, -2.873, -3.242)
H (-0.876, -3.043, -3.063)
H (0.117, -2.598, -4.437)
H (-1.173, -0.624, -3.656)
H (0.535, -0.351, -3.360)
H (-1.658, -1.056, -1.382)
H (-0.525, 0.284, -1.321)
H (-3.600, -2.872, 0.603)
H (-5.836, -1.875, 0.797)
H (-6.237, 0.010, 2.340)
H (-4.327, 1.002, 3.584)
H (-2.161, -0.147, 3.494)
H (0.717, -4.648, 1.991)
H (0.556, -6.738, 3.243)
H (-1.407, -7.182, 4.688)
H (-3.215, -5.498, 4.843)
H (-3.072, -3.409, 3.580)
Cl (-4.062, 5.347, 3.603)
C (-2.721, 4.251, 3.440)
C (-1.601, 4.414, 4.262)
C (-0.536, 3.555, 4.152)
Cl (0.835, 3.763, 5.177)
C (-0.525, 2.478, 3.222)
O (0.485, 1.672, 3.214)
C (-1.667, 2.370, 2.395)
C (-1.737, 1.340, 1.385)
O (-0.762, 0.691, 0.977)
C (-2.756, 3.242, 2.517)
H (-1.569, 5.214, 4.989)
H (-2.541, 1.460, 0.648)
H (-3.605, 3.132, 1.852)
Br (1.677, -1.983, -7.704)
C (1.755, -0.227, -6.985)
C (0.723, 0.218, -6.174)
C (0.788, 1.487, -5.626)
C (1.873, 2.316, -5.905)
C (2.878, 1.871, -6.756)
C (2.832, 0.587, -7.283)
N (1.867, 3.690, -5.512)
N (1.678, 4.055, -4.336)
C (1.728, 3.205, -3.217)
C (2.551, 2.096, -3.093)
C (2.665, 1.400, -1.899)
C (1.918, 1.737, -0.763)
O (2.019, 1.051, 0.317)
C (1.099, 2.930, -0.848)
N (0.458, 3.322, 0.279)
C (-0.251, 4.421, 0.242)
C (-0.404, 5.209, -0.915)
C (0.231, 4.827, -2.062)
C (1.030, 3.661, -2.057)
H (-0.122, -0.424, -5.969)
H (-0.004, 1.839, -4.979)
H (3.704, 2.530, -6.989)
H (3.624, 0.229, -7.926)
H (3.166, 1.781, -3.924)
H (3.361, 0.576, -1.816)
H (-0.734, 4.726, 1.167)
H (-1.016, 6.101, -0.881)
H (0.156, 5.407, -2.971)
N (2.716, 0.264, 2.709)
C (3.738, 0.104, 3.218)
C (4.965, -0.118, 3.838)
C (5.062, -1.136, 4.815)
N (5.132, -1.969, 5.613)
C (6.091, 0.658, 3.480)
N (7.015, 1.288, 3.191)

Forces on atoms 1 to 2 (eV/Å):
Fe 0.4 -0.1 0.1
C -0.4 0.2 -0.2



(4)
Computed, not measured: C45H36ClN4OPS2SeSr as an isolated structure, with the ωB97M-V functional and the def2-TZVPD basis.

Summary:
strongest force on any atom = 0.88 eV Å⁻¹
DFT total energy = -6060.81345 a.u.
M = 945.95 g mol⁻¹
total charge = -2

Element x y z (Å)
Sr (-1.152, -0.456, -0.836)
C (-2.092, -2.337, 3.773)
C (-1.234, -2.161, 2.561)
N (-1.276, -0.870, 1.975)
N (-2.431, -0.072, 2.130)
C (-3.481, -0.409, 1.448)
S (-3.769, -1.595, 0.241)
S (-4.929, 0.571, 1.791)
C (-4.389, 1.599, 3.186)
C (-4.499, 0.933, 4.527)
C (-3.353, 0.722, 5.287)
C (-3.425, 0.075, 6.514)
C (-4.648, -0.364, 7.000)
C (-5.800, -0.148, 6.253)
C (-5.723, 0.491, 5.026)
C (-0.313, -3.167, 2.131)
C (0.171, -4.103, 3.071)
C (0.972, -5.173, 2.717)
C (1.304, -5.356, 1.375)
C (0.854, -4.469, 0.417)
C (0.068, -3.339, 0.741)
O (-0.353, -2.538, -0.164)
H (-3.109, -1.983, 3.592)
H (-1.712, -1.767, 4.632)
H (-2.150, -3.388, 4.048)
H (-4.995, 2.506, 3.133)
H (-3.354, 1.874, 2.994)
H (-2.398, 1.055, 4.897)
H (-2.519, -0.096, 7.082)
H (-4.704, -0.883, 7.950)
H (-6.759, -0.490, 6.623)
H (-6.619, 0.638, 4.433)
H (-0.075, -3.959, 4.116)
H (1.333, -5.858, 3.475)
H (1.917, -6.201, 1.078)
H (1.079, -4.616, -0.634)
C (5.670, -2.898, -0.393)
C (4.588, -3.400, -1.106)
C (3.517, -2.581, -1.414)
C (3.508, -1.241, -1.022)
C (4.593, -0.746, -0.306)
C (5.669, -1.570, 0.004)
P (1.992, -0.296, -1.422)
C (2.335, 1.447, -1.006)
C (2.160, 2.472, -1.931)
C (2.138, 3.800, -1.521)
C (2.308, 4.120, -0.184)
C (2.489, 3.107, 0.751)
C (2.488, 1.783, 0.345)
C (2.099, -0.321, -3.258)
C (3.324, -0.140, -3.853)
C (3.462, -0.151, -5.253)
C (2.357, -0.332, -6.036)
C (1.076, -0.506, -5.460)
C (-0.066, -0.647, -6.286)
C (-1.297, -0.787, -5.715)
C (-1.429, -0.804, -4.306)
C (-0.374, -0.686, -3.421)
C (0.915, -0.520, -4.040)
H (6.504, -3.543, -0.141)
H (4.572, -4.439, -1.413)
H (2.670, -2.980, -1.961)
H (4.610, 0.292, 0.001)
H (6.507, -1.167, 0.560)
H (1.988, 2.238, -2.973)
H (1.936, 4.575, -2.250)
H (2.256, 5.153, 0.137)
H (2.577, 3.340, 1.805)
H (2.549, 1.006, 1.100)
H (4.204, 0.016, -3.239)
H (4.440, -0.011, -5.699)
H (2.442, -0.336, -7.119)
H (0.060, -0.624, -7.364)
H (-2.179, -0.879, -6.343)
H (-2.445, -0.920, -3.924)
Se (-2.072, 3.000, 0.566)
N (-1.508, 2.155, -0.988)
C (-1.236, 3.159, -1.851)
C (-0.813, 2.962, -3.182)
C (-0.526, 4.043, -3.992)
C (-0.650, 5.356, -3.509)
C (-1.077, 5.587, -2.216)
C (-1.394, 4.506, -1.362)
N (-1.835, 4.661, -0.103)
H (-0.712, 1.948, -3.551)
H (-0.202, 3.871, -5.013)
H (-0.419, 6.194, -4.158)
H (-1.181, 6.593, -1.827)
Cl (0.475, 0.732, 3.505)
C (-0.105, -0.168, 1.845)
H (0.754, -0.810, 1.694)
H (-0.150, 0.725, 1.217)

Forces on atoms 1 to 2 (eV/Å):
Sr -0.4 -0.4 -0.7
C 0.0 0.0 0.0



(5)
Computed, not measured: C45H37IrN6O5 as an isolated structure in a non-equilibrium geometry, with the ωB97M-V functional and the def2-TZVPD basis.

Summary:
<S²> = 0.788
strongest force on any atom = 1.23 eV Å⁻¹
relative energy (zero: lowest compared OMol25 entry of this formula, charge and spin) = 54.0 kcal/mol
2S+1 = 2
M = 934.05 g mol⁻¹
total charge = +1

Element x y z (Å)
Ir (-1.517, 0.501, 1.005)
C (-4.144, 3.977, 2.354)
O (-4.706, 4.167, 1.062)
C (-4.340, 3.391, 0.008)
C (-4.801, 3.819, -1.232)
C (-4.500, 3.145, -2.405)
C (-3.714, 2.008, -2.361)
C (-3.259, 1.565, -1.126)
C (-2.442, 0.318, -1.017)
N (-1.160, 0.408, -1.303)
N (-0.489, -0.716, -1.784)
C (-0.502, -1.924, -1.093)
O (-1.149, -2.062, -0.069)
C (0.372, -3.026, -1.588)
C (0.120, -3.704, -2.771)
C (0.921, -4.781, -3.126)
C (1.971, -5.166, -2.306)
C (2.212, -4.494, -1.113)
C (1.402, -3.434, -0.744)
C (-3.568, 2.218, 0.058)
O (-3.109, 1.692, 1.203)
H (-4.588, 4.751, 2.975)
H (-3.059, 4.110, 2.335)
H (-4.381, 2.996, 2.759)
H (-5.404, 4.718, -1.250)
H (-4.878, 3.516, -3.348)
H (-3.459, 1.467, -3.265)
H (-2.947, -0.640, -1.119)
H (-0.698, -3.399, -3.410)
H (0.723, -5.317, -4.044)
H (2.596, -6.003, -2.591)
H (3.023, -4.804, -0.468)
H (1.563, -2.909, 0.190)
C (0.672, 4.058, 0.092)
C (1.011, 4.489, 1.358)
C (0.583, 3.763, 2.461)
C (-0.153, 2.615, 2.272)
N (-0.466, 2.193, 1.013)
C (-0.076, 2.901, -0.050)
C (-0.639, 1.742, 3.369)
C (-0.398, 1.903, 4.720)
C (-0.828, 0.910, 5.588)
C (-1.469, -0.222, 5.102)
C (-1.694, -0.325, 3.744)
N (-1.314, 0.667, 2.939)
C (-2.379, -1.436, 3.040)
C (-2.549, -2.693, 3.579)
C (-3.277, -3.626, 2.855)
C (-3.829, -3.264, 1.641)
C (-3.581, -1.994, 1.152)
N (-2.863, -1.095, 1.821)
H (0.986, 4.596, -0.791)
H (1.601, 5.385, 1.495)
H (0.828, 4.091, 3.461)
H (-0.372, 2.510, -1.010)
H (0.137, 2.766, 5.087)
H (-0.646, 1.009, 6.649)
H (-1.796, -1.008, 5.767)
H (-2.116, -2.945, 4.536)
H (-3.416, -4.626, 3.243)
H (-4.422, -3.958, 1.064)
H (-3.981, -1.675, 0.200)
C (3.802, -2.487, -4.798)
C (2.753, -1.675, -4.096)
C (1.508, -1.465, -4.740)
C (0.460, -0.868, -4.129)
C (0.607, -0.285, -2.775)
C (1.977, -0.434, -2.187)
N (1.978, 0.172, -0.943)
C (2.961, 0.551, -0.044)
C (4.156, 1.139, -0.468)
C (5.081, 1.584, 0.456)
C (4.829, 1.473, 1.820)
C (3.637, 0.917, 2.243)
C (2.682, 0.454, 1.335)
C (1.397, -0.088, 1.916)
O (1.286, -0.210, 3.128)
O (0.426, -0.355, 1.070)
C (2.969, -1.169, -2.789)
C (4.231, -1.532, -2.052)
H (3.504, -2.697, -5.824)
H (3.964, -3.447, -4.298)
H (4.768, -1.976, -4.824)
H (1.392, -1.841, -5.750)
H (-0.493, -0.737, -4.629)
H (0.386, 0.787, -2.842)
H (1.104, 0.056, -0.448)
H (4.335, 1.252, -1.529)
H (6.003, 2.035, 0.111)
H (5.555, 1.822, 2.542)
H (3.415, 0.817, 3.297)
H (5.029, -0.797, -2.176)
H (4.611, -2.488, -2.406)
H (4.047, -1.629, -0.982)

Forces on atoms 1 to 2 (eV/Å):
Ir -0.5 0.2 0.2
C 0.0 0.0 0.0



> The highest M belongs to which entry?

C45H36As2F3NNiSb



> Which of these has the highest M?

C45H36As2F3NNiSb



> The lowest total charge belongs to which entry?

C45H36ClN4OPS2SeSr